The following is a quantum chemistry calculation of a cluster of 2 separate species, C33H37O8S2 in total, from OMol25.

Calculated values
HOMO = -3.7 eV
Max |F| = 1.8 eV/Å
Total charge = -1
Gap between HOMO and LUMO = 6.0334 eV

The geometry in XYZ format:
```
80
Properties=species:S:1:pos:R:3:forces:R:3
C 2.859 -2.951 1.700 0.5 0.1 -0.1
C 1.535 -2.787 2.384 -0.3 0.5 0.2
O 1.311 -1.352 2.326 0.1 -0.9 -0.1
C 0.193 -0.901 2.938 -0.9 1.3 0.5
C -0.191 0.510 2.717 1.7 -0.5 -0.4
C -1.643 0.677 2.378 -0.1 0.0 0.1
C -1.952 -0.126 1.090 0.2 0.4 0.4
C -3.425 -0.045 0.714 0.1 0.0 -0.1
C -4.325 -0.451 1.883 -0.2 -0.1 0.2
C -4.027 0.327 3.172 0.2 0.3 0.0
C -2.540 0.253 3.529 -0.4 -0.2 0.1
C 0.682 1.452 2.019 -1.4 -0.5 -0.4
O 0.256 2.408 1.361 0.6 -0.6 0.4
O 2.010 1.179 2.116 0.1 0.9 -0.3
C 2.822 2.239 1.574 -0.3 -0.2 0.1
C 4.257 1.886 1.827 0.4 -0.1 0.1
O -0.487 -1.657 3.629 0.6 -0.6 -0.3
H 3.123 -3.988 1.487 -0.1 -0.1 0.0
H 2.837 -2.386 0.765 0.1 -0.1 0.0
H 3.643 -2.526 2.331 0.0 0.0 -0.1
H 0.736 -3.325 1.853 0.1 0.3 0.2
H 1.547 -3.136 3.425 -0.1 0.2 -0.2
H -1.788 1.748 2.192 -0.1 -0.1 -0.1
H -1.310 0.275 0.293 -0.2 -0.1 0.1
H -1.651 -1.172 1.270 -0.2 0.2 -0.1
H -3.646 0.989 0.407 -0.1 -0.2 0.1
H -3.599 -0.690 -0.156 -0.2 0.1 0.1
H -5.382 -0.331 1.614 0.1 0.0 0.0
H -4.185 -1.523 2.096 0.1 0.1 -0.1
H -4.304 1.390 3.052 0.0 -0.3 0.0
H -4.629 -0.074 4.002 0.0 0.1 -0.2
H -2.234 -0.767 3.806 -0.5 0.4 0.1
H -2.321 0.913 4.377 -0.2 -0.1 -0.1
H 2.596 2.306 0.501 0.1 0.2 0.2
H 2.559 3.170 2.091 0.1 -0.2 -0.5
H 4.888 2.628 1.331 0.1 -0.1 0.0
H 4.496 1.915 2.897 -0.1 -0.1 -0.2
H 4.497 0.888 1.443 0.0 0.1 0.0
C -3.929 0.841 9.412 0.1 0.1 -0.2
C -4.102 0.556 8.057 0.1 0.3 0.0
C -3.463 1.339 7.094 0.2 0.0 0.0
C -2.586 2.356 7.482 -0.4 -0.7 0.1
S -1.841 3.405 6.227 0.0 0.4 -0.9
C -0.324 2.730 5.596 0.2 0.2 -0.1
C 0.088 1.440 5.377 -1.0 0.5 0.6
C 1.448 1.090 5.799 1.5 -0.4 -0.5
C 2.328 0.409 4.943 -0.3 0.1 0.1
C 3.636 0.121 5.321 -0.1 0.1 0.4
C 4.088 0.504 6.591 -0.4 0.1 0.0
C 3.207 1.156 7.474 0.3 -0.2 -0.2
C 1.911 1.454 7.083 -0.5 -0.1 -0.4
S 0.867 3.986 5.031 0.3 0.3 0.3
C 0.021 5.555 4.840 -0.1 0.4 -0.1
C -0.780 5.792 3.721 0.1 -0.1 0.2
C -1.390 7.040 3.576 0.2 -0.1 0.1
C -1.170 8.039 4.530 0.0 -0.2 0.1
C -0.335 7.803 5.627 0.1 -0.2 -0.2
C 0.275 6.559 5.772 -0.1 -0.1 -0.1
O 1.870 4.154 6.067 -0.1 0.2 -0.6
O 1.246 3.638 3.673 -0.1 0.0 1.4
O -2.749 3.522 5.097 0.0 -0.1 1.0
O -1.457 4.579 6.996 -0.2 -0.5 -0.5
C -2.407 2.632 8.844 0.2 0.0 -0.1
C -3.082 1.881 9.809 -0.1 0.0 -0.4
H -4.469 0.262 10.158 0.2 0.1 -0.1
H -4.744 -0.263 7.730 0.1 0.3 0.2
H -3.655 1.179 6.037 0.1 -0.1 0.1
H -0.607 0.643 5.107 0.1 0.0 0.7
H 1.975 0.194 3.941 0.4 -0.1 0.4
H 4.288 -0.402 4.617 -0.1 0.2 0.3
H 5.121 0.317 6.893 -0.3 0.0 -0.1
H 3.539 1.444 8.474 0.0 -0.1 -0.3
H 1.222 1.974 7.754 0.3 -0.1 -0.2
H -0.914 5.004 2.983 0.0 0.1 0.1
H -2.027 7.222 2.709 0.2 0.0 0.3
H -1.652 9.009 4.420 0.1 -0.2 0.0
H -0.147 8.571 6.378 -0.1 -0.1 -0.3
H 0.948 6.342 6.597 -0.2 0.0 -0.1
H -1.754 3.449 9.142 -0.1 -0.1 -0.1
H -2.950 2.118 10.865 0.0 -0.1 -0.3
```
Positions in Å, forces in eV/Å.



The following is a quantum chemistry calculation of a structure of composition C33H38Br75FN2O3P, from OMol25.

Calculated values
HOMO = -11.0 eV
Max |F| = 5.0 eV/Å
Total charge = +1
Gap between HOMO and LUMO = 8.1787 eV

The geometry in XYZ format:
```
153
Properties=species:S:1:pos:R:3:forces:R:3
O 4.443 3.588 -4.092 -0.7 -0.9 -1.5
P 3.357 4.408 -4.955 0.6 4.8 0.9
O 3.715 4.381 -6.533 -0.1 -1.7 0.5
N 1.692 3.545 -4.700 0.0 -3.1 1.0
O 0.885 4.046 -5.701 0.2 0.9 -0.6
C 1.765 2.050 -4.812 0.2 -1.3 -1.1
C 2.579 1.538 -6.016 -0.1 -0.9 -0.3
C 2.547 -0.022 -5.967 -0.6 0.3 0.9
F 3.824 -0.540 -5.881 -0.2 0.1 -0.3
C 1.169 3.873 -3.314 -0.4 0.4 -0.9
C -0.117 4.367 -3.237 -0.8 0.3 0.8
C -0.627 4.651 -1.957 1.7 -1.2 -0.6
C 0.221 4.397 -0.858 -1.1 0.2 -1.3
C 1.487 3.916 -1.122 0.6 0.1 1.5
N 1.988 3.625 -2.320 -0.6 1.0 -0.7
H 5.044 4.272 -3.751 0.0 -0.2 0.2
H 3.303 5.136 -6.979 0.0 0.0 0.1
H 0.102 3.482 -5.811 0.2 -0.2 0.3
H 2.177 1.577 -3.917 0.1 0.7 0.0
H 0.746 1.631 -4.913 0.1 0.6 0.2
H 3.646 1.799 -5.977 -0.4 0.2 0.0
H 2.152 1.824 -6.986 0.2 0.4 0.3
H 1.998 -0.459 -6.809 0.4 0.1 0.0
H 2.017 -0.337 -5.050 0.2 -0.1 -0.3
H -0.778 4.552 -4.076 0.4 0.0 0.0
H -1.624 5.029 -1.842 0.1 -0.2 -0.3
H -0.163 4.596 0.137 0.5 -0.3 0.0
H 2.143 3.745 -0.264 0.0 0.0 -0.4
C 2.747 -0.721 -1.197 -0.1 -0.2 0.0
Br 2.318 1.138 -1.514 0.4 -1.1 0.4
Br 4.017 -1.380 -2.484 -0.1 0.1 0.1
Br 3.334 -1.025 0.609 0.0 0.1 0.0
H 1.834 -1.288 -1.331 0.0 0.0 0.0
C -0.979 -2.265 0.191 0.0 -0.1 0.1
Br -2.733 -3.028 0.398 0.1 0.0 0.0
Br 0.257 -3.517 -0.602 -0.1 0.1 0.0
Br -1.054 -0.599 -0.786 0.0 -0.1 0.1
H -0.609 -2.035 1.182 0.0 0.0 0.0
C -3.095 -2.138 4.113 0.0 -0.2 0.0
Br -1.895 -0.764 3.479 0.0 0.0 0.1
Br -2.785 -2.560 5.963 0.0 0.1 0.0
Br -4.935 -1.682 3.773 0.1 0.0 0.0
H -2.879 -3.034 3.545 0.0 0.1 0.0
C -4.830 3.973 0.448 -0.1 -0.2 0.2
Br -4.997 4.821 2.166 0.0 -0.2 -0.1
Br -2.999 3.979 -0.191 -0.9 -0.7 0.4
Br -5.565 2.193 0.464 0.1 0.1 0.0
H -5.411 4.554 -0.259 0.2 -0.1 0.2
C -2.384 8.371 -0.072 0.1 0.3 0.1
Br -1.284 6.786 -0.275 -0.3 1.9 0.6
Br -3.595 8.225 1.412 0.1 0.0 -0.1
Br -1.311 9.969 0.027 -0.1 -0.1 0.1
H -2.988 8.452 -0.967 0.1 -0.1 0.0
C -8.574 5.128 -1.351 -0.2 -0.2 0.0
Br -8.710 3.500 -2.367 0.1 0.1 0.1
Br -8.960 4.844 0.514 0.1 0.0 -0.1
Br -6.858 5.985 -1.599 -0.2 0.2 -0.2
H -9.325 5.807 -1.733 0.1 0.0 0.0
C -1.360 -6.826 -2.977 0.0 -0.1 0.0
Br -0.772 -7.707 -1.367 -0.1 0.1 -0.1
Br -2.753 -5.544 -2.613 0.1 0.0 0.0
Br 0.110 -6.028 -3.938 -0.1 0.0 0.1
H -1.785 -7.587 -3.621 0.0 0.0 0.0
C 6.536 -3.615 0.144 -0.1 0.1 0.2
Br 4.966 -4.734 0.170 0.1 0.0 -0.1
Br 7.766 -4.085 1.547 0.1 0.0 -0.3
Br 7.383 -3.614 -1.592 0.0 0.0 0.1
H 6.209 -2.601 0.337 0.0 0.0 -0.1
C 2.718 10.094 -0.388 0.0 0.1 0.0
Br 2.574 10.996 1.307 0.0 -0.1 -0.1
Br 4.537 10.042 -1.023 -0.1 0.0 0.0
Br 1.926 8.336 -0.328 0.2 0.0 0.0
H 2.149 10.673 -1.105 0.0 -0.1 0.0
C -4.613 -8.283 1.125 0.0 -0.1 0.0
Br -5.041 -8.235 -0.753 0.0 0.0 0.2
Br -3.408 -9.724 1.551 0.0 0.1 -0.1
Br -3.938 -6.591 1.758 0.0 0.0 -0.1
H -5.538 -8.472 1.653 0.0 0.0 0.0
C -0.157 -5.503 5.953 0.0 0.2 0.1
Br -0.894 -6.393 7.493 0.0 0.0 -0.1
Br 1.688 -5.969 5.663 -0.1 0.0 0.0
Br -1.223 -5.804 4.377 0.0 -0.1 0.0
H -0.190 -4.440 6.158 0.0 0.0 0.0
C -13.051 2.887 -2.948 0.1 0.0 0.1
Br -13.662 4.693 -3.233 0.1 -0.1 0.0
Br -11.786 2.341 -4.300 -0.1 0.0 0.0
Br -12.351 2.642 -1.168 0.0 0.0 -0.1
H -13.917 2.240 -3.042 0.3 0.2 0.1
C -3.822 -12.684 3.989 0.0 0.0 0.0
Br -5.418 -13.308 4.872 0.1 0.0 0.0
Br -2.839 -11.441 5.087 0.0 -0.1 -0.1
Br -2.712 -14.145 3.398 -0.1 0.1 0.1
H -4.138 -12.147 3.105 0.0 0.0 0.0
C 2.006 13.067 4.928 0.0 0.1 0.0
Br 1.859 13.963 6.627 0.0 -0.1 -0.1
Br 3.829 13.016 4.301 -0.1 0.0 0.0
Br 1.221 11.306 4.976 0.1 0.1 0.0
H 1.439 13.647 4.212 0.0 0.0 0.0
C -17.481 2.469 -2.357 0.0 0.1 0.1
Br -18.072 4.280 -2.639 0.1 -0.1 0.0
Br -16.230 1.909 -3.715 -0.4 -0.1 -0.1
Br -16.762 2.214 -0.587 0.0 0.0 -0.1
H -18.350 1.832 -2.444 0.1 0.0 0.0
C 10.381 -1.409 -0.534 0.0 -0.1 0.0
Br 11.054 -2.325 1.019 0.1 0.1 -0.1
Br 9.018 -0.123 -0.066 0.0 -0.1 0.0
Br 11.798 -0.608 -1.566 -0.1 0.0 0.1
H 9.909 -2.153 -1.163 0.0 0.0 0.0
C 6.023 -5.763 4.818 0.0 0.0 0.1
Br 6.646 -7.099 3.573 0.0 0.1 0.0
Br 7.436 -5.139 5.965 0.0 -0.1 -0.1
Br 5.139 -4.302 3.922 -0.2 -0.1 0.3
H 5.286 -6.240 5.450 0.0 0.0 0.0
C 6.714 -1.301 7.589 0.0 0.0 0.0
Br 5.141 -2.419 7.617 0.1 0.1 0.0
Br 7.940 -1.757 9.004 -0.1 0.0 -0.1
Br 7.579 -1.320 5.865 -0.1 0.0 0.1
H 6.383 -0.287 7.767 0.0 0.0 0.0
C 6.526 -10.899 3.698 0.0 0.0 0.0
Br 5.812 -11.791 5.250 0.0 0.0 -0.1
Br 8.373 -11.358 3.396 -0.1 0.0 0.0
Br 5.446 -11.215 2.133 0.1 0.0 0.1
H 6.491 -9.837 3.897 0.0 -0.1 0.0
C 8.321 11.898 -1.723 0.0 0.0 0.0
Br 8.544 10.581 -0.331 -0.1 0.1 -0.1
Br 7.683 11.107 -3.365 0.0 0.0 0.1
Br 7.203 13.359 -1.153 0.0 -0.1 0.0
H 9.300 12.308 -1.931 0.0 0.0 0.0
C -1.373 -3.943 10.633 0.0 -0.1 0.0
Br -0.171 -2.576 9.996 -0.1 -0.1 0.0
Br -1.073 -4.349 12.492 0.0 0.1 -0.1
Br -3.214 -3.487 10.285 0.1 0.0 0.0
H -1.157 -4.841 10.071 0.0 0.1 0.0
C 13.905 -2.768 4.290 0.0 0.0 0.0
Br 12.323 -3.873 4.289 0.1 0.0 0.0
Br 15.111 -3.256 5.711 -0.1 0.0 -0.1
Br 14.779 -2.775 2.573 -0.1 0.0 0.1
H 13.583 -1.753 4.480 0.0 0.0 0.0
C -4.951 -8.500 -4.490 0.0 0.0 0.0
Br -6.676 -9.332 -4.307 0.1 0.0 0.1
Br -3.641 -9.712 -5.222 0.0 0.1 0.1
Br -5.046 -6.860 -5.499 0.0 -0.1 0.0
H -4.615 -8.238 -3.495 0.0 0.0 -0.1
C -2.525 13.464 -2.727 0.0 0.0 0.1
Br -2.665 14.344 -1.019 0.0 -0.1 -0.1
Br -0.701 13.391 -3.348 -0.1 0.0 0.1
Br -3.333 11.714 -2.691 0.0 0.1 -0.1
H -3.082 14.057 -3.440 0.0 0.0 0.0
C -7.571 -11.247 -8.154 0.0 0.0 0.0
Br -6.495 -12.739 -7.579 -0.1 0.1 0.0
Br -9.251 -11.171 -7.211 0.1 0.0 0.0
Br -6.607 -9.584 -8.021 0.0 0.0 -0.1
H -7.799 -11.402 -9.200 0.0 0.0 0.0
```
Positions in Å, forces in eV/Å.



> HOMO of number 2 (C33H38Br75FN2O3P)?

-11.0 eV